Entry from OMol25: C5H8S as an isolated structure in a non-equilibrium geometry (ωB97M-V/def2-TZVPD).

```
14
Properties=species:S:1:pos:R:3:nbo_charge:R:1
S -1.80963 -0.76717 -3.77657 0.084
C -0.76530 -0.69010 -2.55508 -0.292
C 0.50593 0.77918 0.88723 -0.493
C -0.61894 0.19482 -1.34306 -0.292
C 0.21843 0.08621 -0.38136 -0.103
C 0.62063 -0.05220 2.15892 -0.622
H 1.03560 -0.72432 -0.78660 0.167
H 1.56206 1.28926 0.72325 0.244
H -1.67237 0.73258 -1.43465 0.210
H -0.55440 1.30102 0.92960 0.243
H -0.05577 -1.47153 -2.07752 0.179
H 1.02911 0.79285 2.89737 0.235
H 1.11266 -1.20715 2.07626 0.240
H -0.60801 -0.26344 2.68222 0.200
```

Output
HOMO-LUMO gap = 8.14 eV
Energy above the lowest of the compared OMol25 structures with the same formula, charge and spin = 4.604 eV
Charge = 0
Max |F| = 0.169 Eh/bohr
M = 100.2 g mol⁻¹

=====

Entry from OMol25: an isolated molecule of C5H8S in a non-equilibrium geometry (ωB97M-V/def2-TZVPD).

```
14
Properties=species:S:1:pos:R:3:nbo_charge:R:1
S -1.63662 -0.42857 -0.05530 0.175
C 2.35543 -0.22620 0.19096 -0.587
C 0.98741 -0.03602 -0.41343 -0.275
C 0.03829 -1.09318 0.17338 -0.498
C 0.42911 1.26080 -0.13172 -0.231
C -0.88480 1.24950 0.20871 -0.302
H 0.11873 -2.10158 -0.30191 0.232
H 2.32700 0.01008 1.20574 0.209
H 2.59559 -1.30976 0.05516 0.204
H -1.44597 2.15692 0.47261 0.227
H 0.90813 2.18179 -0.05746 0.218
H 0.19644 -1.09135 1.25612 0.205
H 0.97143 -0.28222 -1.48299 0.209
H 2.96195 0.36390 -0.43004 0.213
```

Output
HOMO-LUMO gap = 9.13 eV
Energy above the lowest of the compared OMol25 structures with the same formula, charge and spin = 0.749 eV
Charge = 0
Max |F| = 0.081 Eh/bohr
SMILES = C[C@@H]1C=CSC1
M = 100.2 g mol⁻¹

=====

Copy entry 2 word for word.
Entry from OMol25: an isolated molecule of C5H8S in a non-equilibrium geometry (ωB97M-V/def2-TZVPD).

```
14
Properties=species:S:1:pos:R:3:nbo_charge:R:1
S -1.63662 -0.42857 -0.05530 0.175
C 2.35543 -0.22620 0.19096 -0.587
C 0.98741 -0.03602 -0.41343 -0.275
C 0.03829 -1.09318 0.17338 -0.498
C 0.42911 1.26080 -0.13172 -0.231
C -0.88480 1.24950 0.20871 -0.302
H 0.11873 -2.10158 -0.30191 0.232
H 2.32700 0.01008 1.20574 0.209
H 2.59559 -1.30976 0.05516 0.204
H -1.44597 2.15692 0.47261 0.227
H 0.90813 2.18179 -0.05746 0.218
H 0.19644 -1.09135 1.25612 0.205
H 0.97143 -0.28222 -1.48299 0.209
H 2.96195 0.36390 -0.43004 0.213
```

Output
HOMO-LUMO gap = 9.13 eV
Energy above the lowest of the compared OMol25 structures with the same formula, charge and spin = 0.749 eV
Charge = 0
Max |F| = 0.081 Eh/bohr
SMILES = C[C@@H]1C=CSC1
M = 100.2 g mol⁻¹